1.
{"formula": "C33H64BrINbO15", "method": "ωB97M-V/def2-TZVPD", "species": ["I", "Nb", "Br", "O", "O", "O", "O", "O", "O", "O", "O", "O", "O", "O", "O", "O", "O", "O", "C", "C", "C", "C", "C", "C", "C", "C", "C", "C", "C", "C", "C", "C", "C", "C", "C", "C", "C", "C", "C", "C", "C", "C", "C", "C", "C", "C", "C", "C", "C", "C", "C", "H", "H", "H", "H", "H", "H", "H", "H", "H", "H", "H", "H", "H", "H", "H", "H", "H", "H", "H", "H", "H", "H", "H", "H", "H", "H", "H", "H", "H", "H", "H", "H", "H", "H", "H", "H", "H", "H", "H", "H", "H", "H", "H", "H", "H", "H", "H", "H", "H", "H", "H", "H", "H", "H", "H", "H", "H", "H", "H", "H", "H", "H", "H", "H"], "xyz": [[-0.3411, 3.8635, 3.5146], [-0.6491, 2.5306, -0.3479], [-2.7913, 3.5637, -1.5574], [-7.1284, -4.5314, -2.9675], [6.9597, 2.9544, -0.4269], [-6.0390, -2.8808, -1.8800], [-7.6457, -4.1326, -0.9084], [9.0249, 2.7297, -1.2650], [-7.7490, -0.8681, 4.7201], [-4.3275, 1.1825, 2.1671], [1.9685, -2.6671, -0.9871], [9.4051, -1.8848, -2.9893], [7.2224, -2.1964, -3.4685], [-9.0046, -0.2649, 6.4960], [-6.8591, -0.2310, 6.6985], [1.8483, 0.8057, -0.1565], [-2.7866, -0.2593, 2.9529], [8.3849, -3.5628, -2.0949], [8.2353, -2.5180, -2.9078], [-5.5275, -0.3854, 6.1637], [-3.2327, -0.3758, 0.5995], [8.5987, 1.7432, 0.8682], [6.9887, -5.3000, -3.0876], [-7.8492, -0.4918, 5.8573], [1.5202, -3.2493, -2.1858], [-1.0218, 5.0360, 1.8275], [1.0739, 1.5917, 0.7646], [-10.1620, -0.4415, 5.6822], [4.5919, 2.3871, -0.3863], [1.6231, 4.0087, -2.2119], [-7.4883, -3.3742, 0.3049], [0.6555, 2.7944, -2.1813], [8.2377, 2.5135, -0.3638], [-6.8539, -3.7609, -1.9110], [7.2101, -4.3684, -1.9153], [1.9652, -0.5517, 0.1825], [2.8218, 3.9194, -1.2858], [-3.4072, 0.1727, 1.9947], [-2.5297, 5.0845, 1.7277], [-5.1146, 0.8007, 5.3232], [-0.2989, 4.6046, 0.5338], [9.3993, -0.7674, -3.8828], [2.2568, -1.2881, -1.1144], [3.7990, 2.7872, -1.6415], [-6.3922, -4.1865, -4.1418], [-1.7392, -0.4351, 0.2316], [8.3720, 0.4213, 0.9990], [-8.1945, -2.0384, 0.2295], [6.0002, 1.8991, -0.6736], [-1.4065, 0.4829, -0.9672], [-0.0043, -3.2501, -2.2359], [10.3449, -0.2502, -3.7506], [2.8293, -0.6826, 0.8451], [1.0519, 4.9234, -2.0554], [-5.2321, 1.7270, 5.8899], [8.6061, -0.3031, 0.2278], [-1.1834, -0.1710, 1.1240], [-1.4758, -1.4697, -0.0020], [6.1291, 1.4716, -1.6675], [-0.0476, 2.9461, -3.0065], [-4.0765, 0.7036, 5.0103], [-2.9509, 4.1081, 1.5213], [-5.7291, 0.8836, 4.4292], [-0.6763, 0.0378, -1.6453], [6.7720, -4.7390, -3.9958], [-1.6369, 2.2038, 1.1855], [-6.4307, -3.2524, 0.5352], [1.8398, -4.2887, -2.2421], [-8.1420, -1.5284, 1.1913], [-3.8027, 0.2494, -0.0787], [4.6890, 3.2936, 0.2095], [1.2313, 1.9065, -2.4475], [-0.6549, 5.3088, -0.2267], [3.3889, 4.8500, -1.3655], [-10.2210, 0.3477, 4.9337], [-10.1570, -1.4159, 5.1983], [1.0571, -0.9746, 0.6085], [0.7573, 4.8193, 0.7122], [7.8827, -5.8972, -3.2732], [7.9178, 0.0488, 1.9104], [-2.9330, 5.4992, 2.6501], [2.0057, 4.0926, -3.2362], [-3.9098, 2.0395, 2.0255], [-4.8756, -0.4749, 7.0309], [-0.4004, -2.2377, -2.1825], [-9.2423, -2.1772, -0.0427], [1.9188, -2.7359, -3.0627], [-3.6255, -1.3892, 0.6458], [-7.9277, -3.9868, 1.0899], [-2.3421, 0.6288, -1.5018], [6.2304, 1.1025, 0.0353], [9.0520, 2.2877, 1.6895], [1.5762, -0.8622, -1.8577], [-5.3245, -4.1485, -3.9381], [9.3193, -1.1089, -4.9138], [-6.7331, -3.2287, -4.5321], [3.2784, 1.9337, -2.0636], [-6.5921, -4.9641, -4.8739], [2.5531, 3.7970, -0.2391], [0.6583, 0.9402, 1.5360], [6.1516, -5.9687, -2.8875], [7.3858, -4.9431, -1.0079], [-0.3758, -3.6984, -3.1541], [4.0591, 1.6533, 0.2093], [-0.3558, -3.7912, -1.3619], [-2.7825, 5.7736, 0.9235], [4.5437, 3.1348, -2.3596], [6.3422, -3.7336, -1.7402], [8.5860, -0.0856, -3.6464], [-7.7392, -1.3979, -0.5248], [1.6882, 2.3206, 1.2987], [-0.6802, 6.0442, 2.0539], [3.2695, -1.0971, -1.4798], [-5.4568, -1.3166, 5.6028], [-11.0215, -0.3729, 6.3436]], "atomic_forces_ev_per_a": [[-0.1, 0.1, 0.0], [0.4, 0.5, -2.5], [0.2, -0.1, 0.2], [0.0, -0.1, -0.1], [0.2, -0.2, -0.1], [0.2, 0.1, -0.1], [0.0, -0.1, 0.0], [-0.8, 0.1, 0.8], [-0.1, -0.1, -0.1], [-0.2, -0.3, -0.1], [0.6, -0.1, 0.3], [0.1, 0.0, 0.0], [-0.1, 0.0, -0.1], [-0.1, 0.0, 0.0], [0.0, -0.1, 0.1], [-0.2, 0.1, 0.1], [-1.0, 0.5, -1.2], [0.0, 0.0, 0.1], [0.1, 0.0, 0.1], [0.5, 0.1, -0.2], [0.1, 0.4, 0.7], [-0.3, -0.4, 0.1], [0.1, 0.1, -0.2], [0.1, 0.1, 0.1], [-0.8, -0.2, -0.4], [0.4, 0.4, -0.9], [-0.6, 0.1, -0.1], [-0.2, 0.0, 0.0], [0.2, 0.5, -0.7], [-0.4, -0.4, -0.4], [0.0, 0.2, 0.4], [0.7, 0.3, 0.5], [2.2, -0.3, -1.8], [-0.2, 0.0, 0.1], [-0.3, -0.3, 0.1], [0.8, -0.2, -0.5], [0.3, -0.2, -0.4], [1.2, -0.3, 1.4], [0.3, 0.2, 0.5], [-0.3, 0.2, 0.0], [-1.1, -0.3, 1.4], [0.1, 0.3, -0.1], [-0.8, 0.3, -0.4], [0.3, 0.2, 0.6], [0.1, -0.1, -0.2], [0.1, -0.3, -0.6], [0.1, 0.4, 0.1], [0.0, 0.1, -0.2], [-0.3, -0.6, 1.0], [-0.8, 0.3, 1.6], [0.3, 0.3, 0.2], [0.0, -0.1, 0.1], [-0.2, -0.1, 0.5], [0.0, 0.2, 0.2], [0.1, 0.0, 0.1], [-1.3, 0.2, -0.7], [0.2, -0.1, 0.0], [0.0, -0.1, 0.0], [0.1, 0.3, -0.3], [-0.3, -0.1, 0.1], [0.0, 0.0, -0.1], [-0.1, -0.1, -0.1], [0.1, -0.1, -0.1], [0.3, 0.2, 0.0], [-0.1, 0.0, 0.0], [0.2, -0.2, 0.2], [0.0, 0.0, -0.2], [0.4, -0.1, 0.2], [0.0, 0.0, 0.0], [-0.1, -0.2, -0.2], [0.1, 0.0, 0.3], [-0.1, -0.2, 0.1], [0.0, -0.1, -0.2], [0.0, 0.1, 0.2], [0.0, -0.1, -0.1], [0.1, 0.0, -0.1], [-0.1, 0.1, 0.2], [0.2, -0.3, -0.3], [0.0, -0.1, 0.1], [1.4, -0.3, 0.6], [-0.2, -0.1, 0.1], [0.1, 0.1, -0.1], [0.3, 0.1, -0.2], [-0.2, 0.0, 0.1], [0.0, 0.1, 0.0], [0.0, 0.0, 0.1], [0.2, 0.1, 0.0], [-0.3, -0.1, -0.2], [0.0, -0.1, -0.1], [0.1, 0.0, -0.4], [0.1, -0.2, 0.0], [-1.3, 0.5, 0.5], [0.0, 0.2, -0.1], [0.0, 0.1, 0.1], [-0.1, 0.0, 0.0], [0.1, 0.1, 0.1], [0.0, -0.1, 0.0], [-0.1, -0.1, 0.1], [-0.4, 0.0, 0.1], [-0.1, 0.0, 0.1], [0.0, 0.0, 0.0], [0.2, 0.1, 0.0], [0.0, -0.2, 0.0], [-0.2, -0.1, 0.0], [-0.3, -0.1, 0.0], [-0.1, -0.1, -0.2], [-0.2, 0.1, -0.3], [0.1, 0.1, -0.1], [-0.1, 0.0, 0.0], [0.1, 0.0, 0.1], [0.2, 0.1, -0.1], [0.1, 0.0, 0.5], [0.2, -0.2, 0.1], [-0.2, 0.0, -0.1], [0.1, 0.0, 0.1]], "energy_ha": -5352.94447, "fmax_ev_per_a": 2.86, "lumo_ev": 2.1, "mol_weight_da": 1000.6, "charge": -1}


2.
{"formula": "C33H65BN3O7", "method": "ωB97M-V/def2-TZVPD", "species": ["O", "O", "O", "O", "O", "O", "O", "N", "N", "N", "C", "C", "C", "C", "C", "C", "C", "C", "C", "C", "C", "C", "C", "C", "C", "C", "C", "C", "C", "C", "C", "C", "C", "C", "C", "C", "C", "C", "C", "C", "C", "C", "C", "B", "H", "H", "H", "H", "H", "H", "H", "H", "H", "H", "H", "H", "H", "H", "H", "H", "H", "H", "H", "H", "H", "H", "H", "H", "H", "H", "H", "H", "H", "H", "H", "H", "H", "H", "H", "H", "H", "H", "H", "H", "H", "H", "H", "H", "H", "H", "H", "H", "H", "H", "H", "H", "H", "H", "H", "H", "H", "H", "H", "H", "H", "H", "H", "H", "H"], "xyz": [[-0.3372, 0.7343, 1.4539], [5.6834, 0.9080, -0.6067], [-0.2393, -1.3890, 2.4599], [-2.1552, -6.1868, 0.1095], [0.5314, 1.4706, -3.1483], [-2.0784, -2.3524, -1.3648], [-2.3014, -3.6101, -6.3697], [5.1973, 1.0295, 1.6076], [-3.2477, -7.3555, 1.7062], [-3.1910, -1.9007, -7.5542], [-0.1482, 2.3426, -2.2543], [-0.2163, -1.2475, -0.1713], [-0.3569, 5.5461, 2.7437], [-1.2273, 2.0944, 3.2648], [5.9036, 1.4099, 0.4716], [-1.0134, 4.7593, -1.9938], [-1.9569, -3.6452, -3.3634], [3.9986, -0.8990, 2.7640], [-1.6965, -3.6130, -1.8650], [-1.1686, 3.1754, 2.1862], [-0.3661, 0.8971, 2.8445], [-2.0734, -1.0335, -7.2139], [-1.5567, 4.5946, 2.6565], [-3.1290, -6.2475, 2.6410], [-0.5192, -0.8377, 4.8076], [-0.3759, 3.7025, -2.9062], [6.9611, 2.4943, 0.5827], [-0.3751, 4.8357, -0.6082], [-0.7356, 6.1001, 0.1713], [-3.9153, -8.5687, 2.1121], [1.4402, 0.5585, 5.9676], [1.9382, -0.4460, 1.3036], [1.9341, 1.5546, -3.0463], [2.7212, -1.4724, 2.1344], [-1.4959, -2.0451, -0.0792], [0.0951, 6.2840, 1.4483], [5.5852, 1.6482, 2.8675], [5.0287, -0.4369, 1.7161], [0.5563, -0.0699, 5.4490], [-4.2641, -1.3942, -8.3758], [-2.7174, -7.1961, 0.4720], [-0.8236, -0.4761, 3.3306], [-3.1837, -3.1622, -7.0681], [0.2864, -0.6373, 1.2599], [0.5820, -1.8652, -0.6050], [-1.4273, -0.7567, 5.4096], [-1.3251, -2.9867, 0.4539], [-2.0811, -6.0034, 2.8163], [-0.1586, 3.1738, 1.7734], [-0.8766, 5.7407, -2.4656], [-2.2467, -4.4144, -1.3550], [-0.5207, 6.9540, -0.4842], [5.7936, 2.7056, 2.7293], [-1.7122, -2.6782, -3.8022], [-1.3756, -4.4185, -3.8658], [-1.0416, 3.5239, -3.7566], [2.0840, -1.8077, 2.9604], [0.4898, 4.9408, 3.0828], [-0.2178, -1.8881, 4.8221], [2.9777, -2.3583, 1.5405], [-0.6258, 3.9434, -0.0377], [4.7592, 1.5803, 3.5728], [0.6568, 1.0850, 3.2178], [6.4500, 1.1502, 3.3297], [2.2442, 1.1070, 6.3840], [-3.8939, -1.0830, -9.3561], [2.3483, -0.4209, 0.2844], [-2.2627, 1.7945, 3.4639], [0.4234, 2.4096, -1.3231], [6.4803, 3.4757, 0.6239], [4.7290, -0.8081, 0.7392], [-1.1363, -1.4586, -7.5742], [-2.2297, -0.0591, -7.6717], [-2.0941, 4.6005, -1.9241], [-3.0128, -3.8370, -3.5720], [-1.9915, -0.9168, -6.1334], [0.1856, 7.3528, 1.6596], [-4.7485, -0.5371, -7.9019], [-1.8318, 2.8811, 1.3707], [-0.8130, 2.5102, 4.1921], [-1.8098, 6.1382, 0.3700], [-3.6003, -6.5265, 3.5813], [2.2662, 2.5535, -2.7370], [-1.9830, 4.5221, 3.6641], [7.5603, 2.4529, -0.3230], [0.7149, 4.8290, -0.7444], [-4.9541, -8.3711, 2.3887], [-2.8496, -8.0793, -0.1784], [-0.5224, 6.2799, 3.5375], [3.6816, -0.0747, 3.4037], [-3.9071, -9.2791, 1.2868], [-1.1008, 1.8629, -2.0187], [6.0143, -0.8672, 1.9520], [-0.6340, -3.8168, -1.6667], [-2.2624, -1.4776, 0.4565], [1.1090, 5.9487, 1.2069], [2.3683, 1.3472, -4.0259], [-3.4117, -9.0258, 2.9678], [2.1611, 0.5486, 1.7212], [-4.0773, -3.7445, -7.3570], [-2.3599, 4.9878, 2.0308], [7.5918, 2.3972, 1.4651], [-5.0090, -2.1755, -8.5197], [-0.3814, -0.3921, -0.8382], [2.3187, 0.8334, -2.3176], [-1.9270, -0.4815, 3.2405], [-3.6111, -5.3553, 2.2413], [0.5664, 4.0879, -3.3082], [4.4721, -1.6708, 3.3801]], "atomic_forces_ev_per_a": [[-0.1, -0.2, 0.1], [0.1, -0.3, -0.4], [0.1, -0.1, 0.2], [0.0, -0.2, 0.0], [-0.2, 0.1, -0.2], [0.0, 0.0, 0.1], [0.0, -0.2, -0.2], [0.9, -0.1, 0.1], [0.0, 0.0, 0.0], [0.0, 0.0, -0.1], [0.2, -0.2, 0.0], [0.1, -0.1, 0.3], [0.1, 0.0, -0.1], [0.3, 0.1, 0.0], [-0.3, 0.2, 0.3], [0.2, 0.2, 0.0], [-0.2, 0.0, 0.2], [-0.1, -0.2, -0.5], [0.1, -0.2, -0.2], [-0.4, 0.2, 0.0], [0.0, 0.2, -0.2], [0.0, 0.0, 0.0], [0.1, -0.3, 0.3], [0.0, 0.0, 0.0], [0.3, 0.0, 0.1], [-0.3, -0.1, 0.1], [-0.2, 0.3, 0.0], [0.0, 0.0, -0.1], [0.2, 0.1, -0.2], [0.0, 0.1, 0.0], [-0.2, -0.2, -0.1], [0.1, -0.2, 0.2], [0.2, 0.0, 0.1], [0.0, 0.2, 0.2], [-0.1, 0.0, -0.2], [0.0, -0.2, 0.0], [-0.3, 0.0, 0.1], [-0.5, 0.0, 0.1], [0.0, 0.0, 0.0], [0.1, 0.0, 0.1], [0.0, 0.1, 0.1], [-0.2, 0.0, 0.2], [0.0, 0.1, 0.1], [0.2, 0.4, -0.5], [-0.1, 0.0, -0.1], [0.0, 0.1, 0.1], [-0.1, 0.1, 0.1], [0.0, 0.0, 0.0], [0.0, 0.0, 0.0], [-0.1, -0.1, -0.1], [0.0, 0.1, -0.1], [-0.1, 0.0, 0.0], [0.0, 0.0, 0.0], [0.1, -0.1, 0.0], [0.0, 0.0, 0.0], [0.2, 0.1, -0.1], [0.0, -0.1, -0.1], [-0.1, 0.0, 0.1], [-0.1, 0.0, -0.1], [-0.1, 0.0, 0.0], [0.1, 0.1, 0.0], [0.0, 0.0, 0.0], [0.0, -0.1, 0.0], [0.1, 0.1, -0.1], [0.1, 0.1, 0.1], [0.0, 0.0, 0.0], [-0.1, 0.1, 0.0], [0.0, 0.0, 0.0], [-0.1, 0.0, 0.0], [0.0, 0.0, 0.0], [0.1, 0.1, 0.0], [0.0, 0.0, 0.0], [0.0, 0.0, 0.0], [0.0, -0.1, 0.1], [0.0, 0.0, 0.0], [0.0, 0.0, 0.0], [-0.1, 0.0, 0.0], [0.0, 0.0, 0.0], [0.2, -0.2, 0.0], [-0.1, -0.1, 0.1], [0.0, 0.0, 0.0], [0.0, 0.0, 0.0], [0.0, 0.0, 0.0], [0.0, 0.0, -0.1], [0.0, 0.0, 0.0], [0.0, -0.1, 0.1], [0.0, 0.0, 0.0], [0.0, 0.0, 0.0], [-0.1, 0.1, -0.1], [0.1, -0.1, 0.1], [0.0, 0.0, 0.0], [0.0, 0.0, 0.1], [0.0, 0.1, 0.0], [0.0, 0.2, 0.0], [0.1, 0.0, 0.1], [0.0, 0.1, 0.0], [0.0, -0.1, 0.0], [0.0, 0.0, 0.0], [-0.1, 0.0, 0.0], [0.0, 0.0, 0.0], [0.1, 0.2, 0.0], [0.0, -0.1, 0.0], [0.0, 0.0, 0.0], [0.1, -0.1, -0.1], [0.0, 0.0, 0.0], [0.0, -0.2, -0.1], [0.0, 0.0, 0.0], [0.0, -0.1, 0.1], [0.0, 0.2, 0.2]], "energy_ha": -2012.20614, "relative_energy_ev": 0.0000, "fmax_ev_per_a": 0.96, "lumo_ev": 2.4, "mol_weight_da": 626.7, "charge": -1}